The following is a quantum chemistry calculation of 8 unconnected molecules or ions with the total composition C48H77B2N2O24S, from the OMol25 dataset.

Output
* electronic energy: -115330.5807 eV
* E_LUMO: -4.55 eV
* Kohn-Sham gap: 6.6 eV
* total charge: +1
* molecular weight: 1119.8 Da

Last column: Mulliken charge in e.
Geometry (Å):
C1 2.812 2.531 2.077  -0.925
C2 3.739 1.798 1.069  -0.467
B1 3.015 0.835 0.051  0.370
O1 3.772 0.306 -0.993  -0.003
C3 1.490 0.364 0.103  -0.369
C4 0.836 0.416 -1.316  0.192
C5 0.075 1.780 -1.487  -0.824
C6 -1.464 1.609 -1.683  -1.296
C7 -2.043 1.385 -0.284  0.459
N1 -3.471 1.116 -0.233  -0.223
C8 -4.028 1.378 1.092  -1.169
C9 -3.280 0.635 2.238  0.392
C10 -2.046 0.994 2.837  0.221
C11 -1.457 0.269 3.845  -1.009
C12 -2.100 -0.855 4.349  -0.575
C13 -3.300 -1.218 3.805  -0.530
C14 -3.880 -0.499 2.768  0.411
O2 -5.115 -0.935 2.298  -0.601
N2 -0.062 -0.736 -1.226  0.159
C15 0.034 -1.521 -0.221  -1.191
B2 -0.873 -2.810 0.131  0.447
C16 -2.264 -3.106 -0.557  -0.692
O3 -0.451 -3.693 1.101  -0.356
C17 1.189 -1.054 0.675  0.508
C18 2.311 -2.125 0.696  -1.066
C19 2.982 -2.111 2.119  -0.664
C20 2.736 -3.438 2.899  -0.422
S1 1.641 -3.190 4.362  -0.105
H1 3.418 3.060 2.821  0.407
H2 2.225 3.284 1.536  0.316
H3 2.136 1.832 2.584  -0.047
H4 4.517 1.246 1.622  0.403
H5 4.233 2.572 0.461  0.345
H6 4.593 -0.060 -0.634  0.241
H7 0.955 1.011 0.813  -0.428
H8 1.555 0.390 -2.141  0.416
H9 0.186 2.356 -0.560  0.292
H10 0.500 2.395 -2.286  0.573
H11 -1.725 0.827 -2.406  0.288
H12 -1.834 2.573 -2.052  0.485
H13 -1.518 0.554 0.230  -0.280
H14 -1.871 2.265 0.348  -0.102
H15 -3.731 0.204 -0.586  0.349
H16 -5.049 0.985 1.090  0.632
H17 -4.078 2.457 1.293  -0.091
H18 -1.521 1.874 2.475  0.436
H19 -0.492 0.594 4.228  0.564
H20 -1.656 -1.420 5.165  0.551
H21 -3.823 -2.082 4.213  0.456
H22 -4.979 -1.735 1.780  0.332
H23 -0.803 -0.971 -1.886  0.520
H24 -2.957 -3.272 0.284  0.097
H25 -2.222 -4.047 -1.120  0.227
H26 -2.651 -2.254 -1.129  0.294
H27 -0.547 -3.218 1.948  0.098
H28 0.731 -1.072 1.677  0.606
H29 3.047 -1.999 -0.104  0.394
H30 1.920 -3.143 0.584  0.652
H31 2.567 -1.304 2.731  0.496
H32 4.063 -1.953 2.017  0.280
H33 3.719 -3.778 3.286  0.166
H34 2.347 -4.249 2.277  0.398
H35 0.354 -3.255 3.949  -0.005
C21 7.088 -4.731 7.776  -1.543
C22 6.337 -3.919 6.748  0.746
C23 5.619 -4.729 5.704  -0.494
O4 5.553 -3.801 4.605  -0.288
C24 6.630 -2.973 4.732  0.595
O5 6.981 -2.208 3.890  -0.570
O6 7.233 -3.142 5.927  -0.358
H36 6.409 -5.099 8.545  0.388
H37 7.584 -5.589 7.318  0.357
H38 7.862 -4.128 8.248  0.385
H39 5.658 -3.221 7.247  0.106
H40 4.623 -5.038 6.015  0.350
H41 6.181 -5.605 5.373  0.275
C25 -4.978 7.346 0.100  -1.519
C26 -3.841 6.797 0.929  0.626
C27 -2.545 6.612 0.188  -0.503
O7 -1.910 5.577 0.960  -0.325
C28 -2.903 4.844 1.519  0.655
O8 -2.736 3.797 2.073  -0.519
O9 -4.099 5.442 1.364  -0.326
H42 -4.897 8.427 0.002  0.388
H43 -4.981 6.918 -0.897  0.327
H44 -5.935 7.107 0.553  0.327
H45 -3.703 7.408 1.825  0.306
H46 -1.933 7.510 0.162  0.327
H47 -2.684 6.241 -0.830  0.278
C29 -3.417 -6.820 0.945  -1.223
C30 -3.681 -7.129 -0.513  0.675
C31 -5.058 -6.748 -0.993  -0.495
O10 -5.241 -7.645 -2.091  -0.330
C32 -4.497 -8.758 -1.823  0.583
O11 -4.560 -9.772 -2.430  -0.495
O12 -3.675 -8.539 -0.755  -0.403
H48 -3.159 -5.768 1.077  0.191
H49 -4.292 -7.036 1.560  0.380
H50 -2.600 -7.431 1.327  0.355
H51 -2.898 -6.683 -1.138  0.147
H52 -5.129 -5.712 -1.319  0.272
H53 -5.838 -6.947 -0.254  0.344
C33 2.525 2.321 6.125  -1.023
C34 3.632 1.855 7.040  0.471
C35 4.963 1.651 6.363  -0.325
O13 5.583 0.688 7.219  -0.324
C36 4.585 -0.035 7.789  0.616
O14 4.750 -1.036 8.406  -0.559
O15 3.375 0.537 7.548  -0.372
H54 2.594 3.396 5.955  0.444
H55 2.580 1.819 5.157  -0.118
H56 1.547 2.095 6.549  0.394
H57 3.721 2.528 7.897  0.251
H58 5.558 2.559 6.302  0.347
H59 4.873 1.211 5.366  0.181
C37 -10.230 5.368 -2.855  -1.432
C38 -8.930 6.136 -2.836  0.520
C39 -7.747 5.366 -2.309  -0.590
O16 -6.892 6.419 -1.838  -0.226
C40 -7.712 7.457 -1.485  0.557
O17 -7.363 8.422 -0.885  -0.502
O18 -8.978 7.233 -1.909  -0.349
H60 -10.280 4.719 -3.729  0.379
H61 -10.339 4.749 -1.963  0.340
H62 -11.079 6.052 -2.875  0.360
H63 -8.726 6.551 -3.827  0.262
H64 -7.249 4.774 -3.073  0.321
H65 -7.996 4.725 -1.460  0.330
C41 5.065 0.230 -3.772  -1.035
C42 4.322 1.007 -4.831  0.683
C43 3.601 0.159 -5.846  -0.521
O19 3.536 1.039 -6.974  -0.284
C44 4.611 1.873 -6.885  0.538
O20 4.965 2.604 -7.748  -0.527
O21 5.218 1.746 -5.674  -0.403
H66 4.380 -0.106 -2.993  0.047
H67 5.559 -0.647 -4.194  0.394
H68 5.843 0.845 -3.317  0.350
H69 3.643 1.727 -4.360  0.192
H70 2.603 -0.135 -5.526  0.249
H71 4.161 -0.732 -6.138  0.330
C45 3.589 -1.696 -11.709  -1.383
C46 2.303 -1.908 -10.948  0.507
C47 1.695 -0.657 -10.371  -0.426
O22 0.933 -1.181 -9.272  -0.315
C48 1.559 -2.317 -8.868  0.664
O23 1.306 -2.905 -7.864  -0.563
O24 2.515 -2.685 -9.756  -0.367
H72 3.384 -1.345 -12.720  0.377
H73 4.225 -0.959 -11.215  0.321
H74 4.158 -2.624 -11.767  0.362
H75 1.585 -2.450 -11.571  0.265
H76 1.054 -0.130 -11.075  0.317
H77 2.436 0.038 -9.970  0.248